[1]
A gas-phase ion, C6H9F2O3S (charge -1) in a non-equilibrium geometry. Source: the Open Molecules 2025 dataset; level of theory: ωB97M-V/def2-TZVPD.

Element x y z (Å)
1 C 4.5774 -0.1875 0.3780
2 C 0.1749 0.7062 -1.2078
3 C -0.6416 -1.2370 -0.1918
4 C 0.1956 0.5491 1.3708
5 C 3.2753 0.5297 -0.1762
6 C 0.4292 -0.1784 0.0352
7 O 5.5874 0.5028 0.4876
8 O 4.2989 -1.3615 0.6768
9 O 2.1245 -1.7565 -1.2549
10 F 3.0182 1.5897 0.6278
11 F 3.3919 0.8537 -1.4518
12 S 1.9949 -1.1699 0.0798
13 H 1.0040 1.3975 -1.4818
14 H -0.0338 0.1672 -2.0656
15 H -0.5469 1.4653 -1.0585
16 H -1.7090 -0.8594 -0.1486
17 H -0.4563 -1.8905 0.6634
18 H -0.6650 -1.7982 -1.1839
19 H 0.9001 0.0873 2.0271
20 H 0.1891 1.5410 1.4002
21 H -0.8006 0.2699 1.6305

For the orbital gap, the calculation gives 7.7 eV. The net charge is -1. The HOMO energy comes out at -0.1666 hartree. The multiplicity is 1. The calculation puts the energy at -1057.65107 Eh.

natural (NBO) population analysis, charges in e, atoms 1 to 5: atom 1 (C): 0.683, atom 2 (C): -0.618, atom 3 (C): -0.626, atom 4 (C): -0.607, atom 5 (C): 0.496



[2]
A single C6H9F3 molecule in a non-equilibrium geometry. Source: the Open Molecules 2025 dataset; level of theory: ωB97M-V/def2-TZVPD.

Element x y z (Å)
1 C -0.4418 -0.1448 0.3672
2 C 0.6099 0.7788 -0.1090
3 C 1.6797 -0.1998 -0.2373
4 C -0.3271 -0.5387 1.8547
5 C -1.5117 -0.7773 -0.4225
6 C 0.2983 1.4212 -1.5344
7 F 0.8913 1.8207 0.7896
8 F 2.3678 -0.7428 0.8621
9 F 1.7579 -1.0088 -1.3078
10 H -1.1434 -0.4040 2.4916
11 H 0.4923 -0.0892 2.4051
12 H -0.2980 -1.6484 1.9103
13 H -1.1299 -1.6778 -0.9433
14 H -1.9625 -0.1014 -1.1569
15 H -2.0615 -1.2755 0.3156
16 H 1.2644 1.8733 -1.7045
17 H -0.5544 2.0496 -1.3297
18 H 0.0685 0.6649 -2.2507

For the orbital gap (spin up / spin down), the calculation gives 8.5 / 8.4 eV. The energy relative to the best compared isomer or geometry (same formula, charge and spin) is 276.1 kJ/mol. The HOMO energy (spin up / spin down) comes out at -0.2923 / -0.2844 hartree. The multiplicity is 1. The calculation puts the energy at -533.47675 Eh.

natural (NBO) population analysis, charges in e, atoms 1 to 5: atom 1 (C): 0.060, atom 2 (C): 0.196, atom 3 (C): 0.654, atom 4 (C): -0.669, atom 5 (C): -0.676



[3]
A single C6H9FN4 molecule in a non-equilibrium geometry. Source: the Open Molecules 2025 dataset; level of theory: ωB97M-V/def2-TZVPD.

Element x y z (Å)
1 C 3.6611 -0.9082 -0.3574
2 C 2.3643 -0.3576 -0.0476
3 N 1.5476 -0.7431 0.9432
4 N 0.4517 -0.1168 1.2179
5 C 0.0004 0.7222 0.2734
6 C -1.4109 1.3886 0.5914
7 C -2.3284 0.5677 -0.3463
8 C -2.5137 -0.8583 0.0947
9 F -3.6210 -1.2951 -0.6415
10 N 0.7552 1.1485 -0.7809
11 N 1.9371 0.6240 -0.9228
12 H 4.2832 -0.2989 0.4569
13 H 3.8871 -0.5042 -1.5880
14 H 3.7961 -2.1400 -0.3321
15 H -1.5870 2.4635 0.4861
16 H -1.5707 1.0182 1.6970
17 H -3.2863 1.0955 -0.3020
18 H -1.8621 0.6507 -1.4088
19 H -2.8049 -0.9086 1.1213
20 H -1.6989 -1.5481 -0.1542

For the orbital gap, the calculation gives 8.5 eV. The energy relative to the best compared isomer or geometry (same formula, charge and spin) is 216.0 kJ/mol. The HOMO energy comes out at -0.3344 hartree. The multiplicity is 1. The calculation puts the energy at -552.77048 Eh. Its SMILES is Cc1nnc(CCCF)nn1.

natural (NBO) population analysis, charges in e, atoms 1 to 5: atom 1 (C): -0.673, atom 2 (C): 0.285, atom 3 (N): -0.207, atom 4 (N): -0.203, atom 5 (C): 0.330



[4]
A molecular structure, C6H9FeMgO5 in a non-equilibrium geometry. Source: the Open Molecules 2025 dataset; level of theory: ωB97M-V/def2-TZVPD.

Element x y z (Å)
1 O -0.4572 1.6930 2.0476
2 C 0.0202 2.4056 0.9547
3 C -0.9417 2.3201 -0.2077
4 O -1.5942 1.0762 -0.2841
5 Mg -1.0669 0.0064 1.3335
6 H 0.2398 3.4643 1.1854
7 H -1.7320 3.0812 -0.0767
8 O 0.0533 -0.6076 -2.1822
9 C 1.1249 -0.0449 -1.6367
10 C 1.5633 -0.2837 -0.3418
11 O 0.6974 -0.9176 0.5728
12 C 0.4723 -2.3378 0.4211
13 C -0.9543 -2.5695 0.7830
14 O -1.8274 -1.6569 0.3246
15 Fe -1.6397 -0.5178 -1.3046
16 H 1.9265 0.2588 -2.3299
17 H 2.6188 -0.3909 -0.0952
18 H 1.1627 -2.8999 1.0663
19 H 0.6927 -2.5831 -0.6340
20 H -1.3126 -3.5617 1.0717
21 H 1.0931 1.8286 0.5056
22 H -0.1393 2.2371 -1.1734

For the orbital gap (spin up / spin down), the calculation gives 7.2 / 6.9 eV. The energy relative to the best compared isomer or geometry (same formula, charge and spin) is 132.8 kJ/mol. The HOMO energy (spin up / spin down) comes out at -0.2801 / -0.2813 hartree. The multiplicity is 6. The calculation puts the energy at -2073.94784 Eh. The expectation value of S² is 8.773.

natural (NBO) population analysis, charges in e, atoms 1 to 5: atom 1 (O): -1.059, atom 2 (C): -0.079, atom 3 (C): -0.093, atom 4 (O): -1.089, atom 5 (Mg): 1.806



[5]
A molecular structure, C6H9IN3 in a non-equilibrium geometry. Source: the Open Molecules 2025 dataset; level of theory: ωB97M-V/def2-TZVPD.

Element x y z (Å)
1 C -0.4101 -0.4712 1.2883
2 C -1.3244 -1.1578 0.7943
3 C 0.7913 -0.8392 -0.4894
4 C 1.3087 2.0169 0.8737
5 C -2.3552 -0.5391 -1.2510
6 C 1.8322 0.5975 1.1197
7 N -0.1333 -1.4894 -1.0748
8 N 0.7704 -0.2618 0.7151
9 N -1.5572 -1.4722 -0.5085
10 I 2.5574 -0.9814 -1.6361
11 H 0.2468 2.1496 1.2186
12 H 1.9766 2.7862 1.3432
13 H 1.1923 2.2394 -0.1915
14 H -2.2524 -0.8102 -2.2923
15 H -3.3671 -0.6923 -0.9501
16 H -1.8174 0.4129 -1.0062
17 H 2.6823 0.4272 0.4348
18 H 1.8656 0.6259 2.2638
19 H -2.0065 -2.5411 -0.6517

For the orbital gap, the calculation gives 7.7 eV. The energy relative to the best compared isomer or geometry (same formula, charge and spin) is 657.5 kJ/mol. The net charge is +1. The HOMO energy comes out at -0.4978 hartree. The multiplicity is 1. The calculation puts the energy at -695.47325 Eh.

natural (NBO) population analysis, charges in e, atoms 1 to 5: atom 1 (C): 0.232, atom 2 (C): 0.118, atom 3 (C): 0.311, atom 4 (C): -0.625, atom 5 (C): -0.402



[6]
2 unconnected molecules or ions with the total composition C6H9INS in a non-equilibrium geometry. Source: the Open Molecules 2025 dataset; level of theory: ωB97M-V/def2-TZVPD.

Element x y z (Å)
1 C 0.4638 -1.7464 -0.6894
2 C 1.2928 -0.7888 -0.2422
3 C -0.6512 0.4437 -0.2897
4 C 2.7854 -0.9904 0.1035
5 C 1.3045 1.5532 0.5676
6 C -4.4268 0.7798 -0.0364
7 N 0.6522 0.4065 -0.0298
8 S -1.1071 -1.0261 -1.0291
9 I -6.3515 -0.0761 -0.2863
10 H 0.6526 -2.6865 -1.1385
11 H 3.2628 -1.7036 -0.5518
12 H 3.1644 -0.0138 0.1158
13 H 2.7707 -1.3477 1.1341
14 H 1.3887 1.2786 1.7113
15 H 2.2985 1.6559 -0.0411
16 H 0.5412 2.3797 0.4908
17 H -3.5425 0.2848 -0.4681
18 H -4.4986 1.5973 0.6792

For the orbital gap (spin up / spin down), the calculation gives 3.7 / 3.7 eV. The energy relative to the best compared isomer or geometry (same formula, charge and spin) is 290.3 kJ/mol. The net charge is +1. The HOMO energy (spin up / spin down) comes out at -0.4237 / -0.4237 hartree. The multiplicity is 1. The calculation puts the energy at -984.20348 Eh.

natural (NBO) population analysis, charges in e, atoms 1 to 5: atom 1 (C): -0.424, atom 2 (C): 0.173, atom 3 (C): -0.249, atom 4 (C): -0.629, atom 5 (C): -0.416



[7]
A molecular structure, C6H9LiO5Yb in a non-equilibrium geometry. Source: the Open Molecules 2025 dataset; level of theory: ωB97M-V/def2-TZVPD.

Element x y z (Å)
1 O -0.2385 -2.0814 -1.4382
2 C -1.0779 -2.3245 -0.4352
3 C -2.3532 -1.5348 -0.8150
4 O -1.9978 -0.1997 -0.9236
5 Yb -0.1051 -0.1467 -1.6653
6 H -1.4087 -2.5805 0.5954
7 H -2.8846 -1.9637 -1.6897
8 O 0.1828 1.9196 1.1439
9 C 0.5111 0.7418 1.8177
10 C 0.9249 -0.3786 1.0999
11 O 1.5785 -0.1064 -0.1867
12 C 2.0618 1.2347 -0.2477
13 C 0.8335 2.1376 -0.1327
14 O -0.0509 1.8131 -1.1186
15 Li -1.7937 1.4962 -0.2533
16 H 1.0337 0.9491 2.7556
17 H 1.4464 -1.2110 1.5738
18 H 2.5217 1.3591 -1.2355
19 H 2.7925 1.4038 0.5544
20 H 1.1238 3.2019 -0.1484
21 H -0.0384 -2.0135 0.7285
22 H -3.0619 -1.7160 0.0207

For the orbital gap (spin up / spin down), the calculation gives 6.5 / 6.6 eV. The net charge is +1. The HOMO energy (spin up / spin down) comes out at -0.3929 / -0.3945 hartree. The multiplicity is 2. The calculation puts the energy at -1776.05412 Eh. The expectation value of S² is 0.825.

natural (NBO) population analysis, charges in e, atoms 1 to 5: atom 1 (O): -0.864, atom 2 (C): 0.003, atom 3 (C): -0.139, atom 4 (O): -1.029, atom 5 (Yb): 2.190



[8]
A molecular structure, C6H9MgO5Sc in a non-equilibrium geometry. Source: the Open Molecules 2025 dataset; level of theory: ωB97M-V/def2-TZVPD.

Element x y z (Å)
1 O 2.3727 1.3523 0.2693
2 C 2.5810 -0.0011 0.3124
3 C 2.2043 -0.6624 -0.9104
4 O 1.1841 -0.0534 -1.6459
5 Mg 0.6363 1.5776 -0.5772
6 H 3.5565 -0.3158 0.7166
7 H 3.0226 -0.9573 -1.5812
8 O -1.1778 -1.6308 -0.7834
9 C -0.4126 -1.7507 0.3316
10 C -0.3759 -0.6887 1.3359
11 O -0.6451 0.6218 0.8371
12 C -2.0085 1.0238 0.5986
13 C -1.9806 1.9180 -0.5922
14 O -1.1778 1.5277 -1.5967
15 Sc -0.6942 -0.3707 -2.1807
16 H -0.4928 -2.7332 0.8314
17 H -1.0078 -0.8653 2.2111
18 H -2.4148 1.5268 1.4881
19 H -2.5821 0.0970 0.4167
20 H -2.7998 2.6143 -0.7943
21 H 1.1339 -0.5501 1.4703
22 H 1.0785 -1.6799 -0.1572

For the orbital gap (spin up / spin down), the calculation gives 5.4 / 5.4 eV. The energy relative to the best compared isomer or geometry (same formula, charge and spin) is 89.0 kJ/mol. The net charge is +1. The HOMO energy (spin up / spin down) comes out at -0.3844 / -0.3844 hartree. The multiplicity is 2. The calculation puts the energy at -1570.71323 Eh. The expectation value of S² is 0.753.

natural (NBO) population analysis, charges in e, atoms 1 to 5: atom 1 (O): -0.934, atom 2 (C): 0.103, atom 3 (C): -0.068, atom 4 (O): -1.014, atom 5 (Mg): 1.817